1.
{
  "formula": "C19H25N3O3S",
  "method": "wB97M-V/def2-TZVPD",
  "max_force_ha_per_bohr": 0.013,
  "smiles": "Cn1c(=O)cc(SCC(=O)NCCCN2CCOCC2)c2ccccc21",
  "lumo_ev": -0.1,
  "relative_energy_kcal_mol": 38.47,
  "e_tot_ha": -1527.21923,
  "orbital_gap_ev": 8.47,
  "elements": ["C", "N", "C", "C", "C", "C", "C", "C", "C", "C", "C", "O", "H", "S", "C", "C", "O", "N", "H", "C", "C", "C", "N", "C", "C", "O", "C", "C", "H", "H", "H", "H", "H", "H", "H", "H", "H", "H", "H", "H", "H", "H", "H", "H", "H", "H", "H", "H", "H", "H", "H"],
  "coordinates": [[-0.635, -2.469, -1.529], [0.474, -1.549, -1.404], [1.542, -1.857, -0.603], [1.609, -3.075, 0.089], [2.694, -3.381, 0.877], [3.751, -2.486, 1.011], [3.700, -1.279, 0.357], [2.608, -0.942, -0.450], [2.505, 0.326, -1.117], [1.457, 0.583, -1.929], [0.385, -0.366, -2.132], [-0.556, -0.161, -2.878], [1.339, 1.511, -2.464], [3.767, 1.532, -0.791], [2.827, 3.087, -0.901], [1.507, 3.016, -0.141], [0.484, 3.464, -0.609], [1.597, 2.458, 1.084], [2.470, 2.025, 1.351], [0.415, 2.083, 1.826], [0.072, 0.605, 1.597], [-1.378, 0.243, 1.941], [-2.172, 0.059, 0.738], [-3.444, -0.583, 1.030], [-4.203, -0.825, -0.276], [-4.444, 0.377, -0.958], [-3.223, 1.027, -1.244], [-2.423, 1.307, 0.028], [-1.479, 1.767, -0.261], [-2.987, 2.013, 0.665], [-3.482, 1.963, -1.738], [-2.617, 0.414, -1.925], [-5.179, -1.270, -0.072], [-3.616, -1.506, -0.911], [-3.255, -1.539, 1.525], [-4.068, 0.040, 1.696], [-1.394, -0.707, 2.481], [-1.813, 1.011, 2.606], [0.220, 0.375, 0.542], [0.762, -0.015, 2.172], [-0.392, 2.723, 1.467], [0.581, 2.281, 2.888], [2.641, 3.352, -1.942], [3.480, 3.839, -0.455], [4.508, -0.570, 0.451], [4.600, -2.736, 1.627], [2.723, -4.327, 1.395], [0.807, -3.789, 0.005], [-1.129, -2.600, -0.566], [-1.335, -2.023, -2.235], [-0.302, -3.432, -1.919]]
}

2.
{
  "formula": "C19H25N3O5",
  "method": "wB97M-V/def2-TZVPD",
  "max_force_ha_per_bohr": 0.009,
  "smiles": "CCCCN1C(=O)NC(=O)/C(=C(\\C)NCc2cc(OC)cc(OC)c2)C1=O",
  "lumo_ev": 0.5,
  "relative_energy_kcal_mol": 28.91,
  "e_tot_ha": -1279.55102,
  "orbital_gap_ev": 9.12,
  "elements": ["C", "C", "C", "C", "N", "C", "O", "N", "C", "O", "C", "C", "N", "C", "C", "C", "C", "C", "C", "C", "H", "O", "C", "H", "H", "H", "H", "O", "C", "H", "H", "H", "H", "H", "H", "H", "C", "H", "H", "H", "C", "O", "H", "H", "H", "H", "H", "H", "H", "H", "H", "H"],
  "coordinates": [[-4.486, 3.974, 0.060], [-5.424, 2.806, -0.222], [-4.684, 1.507, -0.538], [-3.901, 0.975, 0.661], [-3.292, -0.315, 0.360], [-4.008, -1.443, 0.692], [-5.087, -1.411, 1.233], [-3.388, -2.619, 0.366], [-2.160, -2.813, -0.253], [-1.811, -3.963, -0.454], [-1.450, -1.595, -0.588], [-0.172, -1.621, -1.185], [0.408, -0.488, -1.546], [1.744, -0.322, -2.045], [2.791, -0.183, -0.954], [2.486, -0.447, 0.375], [3.472, -0.313, 1.344], [4.758, 0.089, 0.987], [5.058, 0.354, -0.340], [4.065, 0.211, -1.312], [4.317, 0.420, -2.339], [6.273, 0.758, -0.794], [7.307, 0.956, 0.140], [8.166, 1.291, -0.439], [7.043, 1.723, 0.874], [7.561, 0.027, 0.660], [5.486, 0.183, 1.775], [3.286, -0.549, 2.670], [2.014, -0.961, 3.111], [2.103, -1.086, 4.189], [1.721, -1.915, 2.661], [1.249, -0.208, 2.897], [1.487, -0.743, 0.648], [2.014, -1.160, -2.696], [1.755, 0.587, -2.653], [-0.121, 0.358, -1.290], [0.581, -2.883, -1.442], [0.654, -3.049, -2.516], [0.074, -3.735, -1.003], [1.589, -2.803, -1.038], [-2.068, -0.319, -0.284], [-1.559, 0.775, -0.544], [-3.896, -3.467, 0.595], [-4.569, 0.824, 1.511], [-3.096, 1.660, 0.927], [-5.408, 0.747, -0.839], [-3.992, 1.671, -1.367], [-6.054, 3.057, -1.078], [-6.080, 2.646, 0.636], [-3.773, 4.093, -0.752], [-3.933, 3.820, 0.983], [-5.054, 4.897, 0.157]]
}